# C55H110F24N10O28S8

C55H110F24N10O28S8 as an isolated structure (ωB97M-V/def2-TZVPD, the OMol25 dataset).

Last column: Löwdin charge in e.
Atoms and positions in Å:
1 C -1.34 -7.13 0.65  -0.102
2 O -0.87 -6.72 -0.62  -0.163
3 C -1.62 -5.54 -0.90  -0.232
4 C -1.01 -4.82 -2.03  -0.046
5 N 0.45 -4.33 -1.79  0.059
6 H 0.36 -3.39 -1.32  0.110
7 H 0.95 -4.92 -1.17  0.134
8 C 1.21 -4.24 -3.01  -0.123
9 C 1.65 -5.67 -3.43  -0.230
10 O 2.15 -6.32 -2.31  -0.176
11 C 2.06 -7.77 -2.43  -0.057
12 H -2.45 -7.18 0.68  0.100
13 H -1.08 -6.47 1.44  0.051
14 H -0.92 -8.13 0.88  0.105
15 H -1.64 -4.85 -0.01  0.114
16 H -2.66 -5.83 -1.16  0.150
17 H -1.55 -3.90 -2.30  0.115
18 H -0.91 -5.51 -2.84  0.120
19 H 2.12 -3.63 -2.87  0.144
20 H 0.51 -3.67 -3.71  0.147
21 H 2.42 -5.55 -4.22  0.140
22 H 0.88 -6.19 -3.92  0.095
23 H 2.10 -8.19 -1.38  0.107
24 H 2.87 -8.24 -3.05  0.101
25 H 1.07 -8.11 -2.75  0.080
26 C -3.43 -2.49 -3.50  -0.059
27 O -4.41 -1.42 -3.46  -0.174
28 C -4.25 -0.71 -2.26  -0.229
29 C -5.47 0.04 -1.82  -0.047
30 N -5.29 1.53 -2.14  0.048
31 H -4.73 1.88 -1.39  0.111
32 H -4.58 1.63 -2.92  0.144
33 C -6.53 2.31 -2.44  -0.115
34 C -7.46 2.36 -1.29  -0.242
35 O -8.16 1.13 -1.13  -0.186
36 C -8.93 1.18 0.06  -0.102
37 H -3.77 -3.13 -4.31  0.099
38 H -3.47 -2.86 -2.53  0.049
39 H -2.45 -2.00 -3.64  0.068
40 H -3.42 0.04 -2.24  0.136
41 H -3.91 -1.37 -1.46  0.123
42 H -5.70 -0.07 -0.75  0.118
43 H -6.38 -0.23 -2.42  0.145
44 H -6.97 1.85 -3.33  0.142
45 H -6.22 3.36 -2.67  0.146
46 H -8.17 3.18 -1.57  0.135
47 H -6.96 2.81 -0.32  0.172
48 H -9.80 1.83 -0.08  0.089
49 H -8.28 1.54 0.89  0.092
50 H -9.30 0.17 0.28  0.087
51 C 3.46 5.82 -4.22  -0.046
52 O 2.93 4.57 -3.71  -0.207
53 C 3.23 3.53 -4.60  -0.257
54 C 3.02 2.23 -3.94  -0.085
55 N 3.97 2.19 -2.74  0.088
56 H 4.88 2.37 -3.10  0.033
57 H 3.81 3.00 -2.15  0.131
58 C 4.09 0.87 -1.90  -0.055
59 C 4.93 1.08 -0.72  -0.210
60 O 4.11 1.80 0.19  -0.214
61 C 4.76 1.89 1.42  -0.085
62 H 4.51 5.68 -4.47  0.070
63 H 3.37 6.61 -3.47  0.091
64 H 2.87 6.13 -5.12  0.103
65 H 4.32 3.62 -4.93  0.110
66 H 2.64 3.61 -5.57  0.142
67 H 3.28 1.35 -4.52  0.126
68 H 2.02 2.22 -3.53  0.101
69 H 4.41 0.15 -2.57  0.118
70 H 3.09 0.68 -1.58  0.118
71 H 5.86 1.64 -1.05  0.144
72 H 5.20 0.07 -0.32  0.150
73 H 5.74 2.34 1.26  0.092
74 H 4.88 0.86 1.79  0.084
75 H 4.06 2.45 2.10  0.111
76 C -2.07 5.76 -9.57  -0.107
77 C -1.12 4.65 -9.09  -0.248
78 C -1.45 4.20 -7.67  -0.180
79 C -0.52 3.05 -7.27  -0.151
80 N -0.83 2.36 -6.00  -0.204
81 C 0.08 1.02 -5.99  -0.024
82 C -0.93 -0.13 -6.01  -0.126
83 C -2.17 0.49 -5.39  -0.147
84 C -2.30 1.85 -6.03  -0.063
85 C -0.57 3.11 -4.75  0.020
86 H -3.07 5.49 -9.66  0.046
87 H -1.79 6.20 -10.52  0.071
88 H -2.03 6.59 -8.81  0.092
89 H -0.14 5.04 -9.22  0.097
90 H -1.30 3.80 -9.81  0.131
91 H -2.48 4.03 -7.60  0.093
92 H -1.19 5.03 -6.96  0.134
93 H 0.52 3.43 -7.23  0.141
94 H -0.46 2.31 -8.04  0.121
95 H 0.58 1.01 -5.02  0.082
96 H 0.78 1.03 -6.80  0.120
97 H -0.54 -1.00 -5.51  0.093
98 H -1.09 -0.55 -7.01  0.126
99 H -2.10 0.58 -4.30  0.111
100 H -3.08 -0.06 -5.57  0.121
101 H -2.84 2.45 -5.32  0.092
102 H -2.55 1.86 -7.08  0.134
103 H -0.63 2.42 -3.94  0.079
104 H -1.31 3.88 -4.68  0.089
105 H 0.42 3.50 -4.77  0.082
106 C -2.29 0.18 6.65  -0.092
107 C -2.04 -1.12 7.41  -0.211
108 C -1.51 -2.24 6.43  -0.173
109 C -1.20 -3.55 7.15  -0.067
110 N -0.31 -4.57 6.34  -0.268
111 C -0.03 -5.82 7.12  -0.113
112 C 1.36 -6.22 6.79  -0.150
113 C 1.90 -5.23 5.76  -0.110
114 C 1.01 -3.99 6.01  -0.124
115 C -1.08 -4.86 5.13  0.000
116 H -3.14 0.10 5.98  0.034
117 H -1.41 0.53 6.05  0.079
118 H -2.50 0.99 7.35  0.079
119 H -3.00 -1.57 7.70  0.113
120 H -1.35 -0.97 8.22  0.093
121 H -0.56 -1.82 6.06  0.103
122 H -2.25 -2.31 5.62  0.109
123 H -2.03 -4.13 7.55  0.135
124 H -0.46 -3.35 7.95  0.120
125 H -0.80 -6.56 6.82  0.136
126 H -0.15 -5.63 8.22  0.152
127 H 1.47 -7.27 6.44  0.129
128 H 1.96 -6.13 7.69  0.113
129 H 1.65 -5.51 4.74  0.104
130 H 2.91 -5.03 5.85  0.088
131 H 0.98 -3.24 5.23  0.105
132 H 1.37 -3.49 6.94  0.093
133 H -2.06 -5.12 5.51  0.109
134 H -0.62 -5.70 4.58  0.119
135 H -1.06 -3.99 4.45  0.093
136 C 0.63 3.06 5.32  -0.109
137 C -0.23 3.60 4.20  -0.255
138 C 0.23 3.08 2.85  -0.192
139 C -0.37 3.89 1.69  -0.069
140 N -0.09 3.19 0.31  -0.221
141 C 1.41 3.07 -0.04  -0.067
142 C 1.89 4.52 -0.40  -0.078
143 C 0.57 5.20 -1.00  -0.090
144 C -0.53 4.15 -0.76  -0.141
145 C -0.85 1.87 0.32  0.037
146 H 1.62 3.47 5.33  0.070
147 H 0.82 1.96 5.26  0.079
148 H 0.26 3.14 6.32  0.064
149 H -0.20 4.73 4.18  0.125
150 H -1.30 3.32 4.37  0.109
151 H -0.15 2.04 2.88  0.124
152 H 1.30 3.08 2.80  0.102
153 H 0.02 4.93 1.63  0.138
154 H -1.45 3.95 1.90  0.135
155 H 1.36 2.33 -0.89  0.134
156 H 1.95 2.64 0.76  0.084
157 H 2.73 4.58 -1.07  0.080
158 H 2.23 5.01 0.48  0.093
159 H 0.65 5.34 -2.06  0.094
160 H 0.31 6.09 -0.51  0.093
161 H -0.80 3.54 -1.64  0.114
162 H -1.51 4.51 -0.44  0.114
163 H -1.00 1.59 -0.73  0.083
164 H -1.80 2.02 0.90  0.105
165 H -0.18 1.15 0.84  0.097
166 O -2.90 5.19 -2.46  0.035
167 C -3.26 3.82 -2.43  -0.773
168 O -3.36 3.37 -1.26  -0.030
169 O -3.51 3.24 -3.50  -0.050
170 H -2.81 5.28 -3.46  0.119
171 O 1.45 -0.78 -3.87  0.041
172 C 0.32 -0.55 -3.13  -0.795
173 O -0.34 -1.59 -3.00  -0.027
174 O 0.15 0.63 -2.73  -0.030
175 H 1.63 -1.71 -3.72  0.064
176 C 4.22 -3.83 10.61  -0.729
177 F 4.08 -3.48 11.87  0.162
178 F 5.37 -3.38 10.13  0.149
179 F 4.25 -5.15 10.64  0.139
180 S 2.91 -3.31 9.46  0.633
181 O 3.41 -3.76 8.16  -0.300
182 O 1.60 -3.82 9.83  -0.298
183 N 3.01 -1.72 9.69  -0.275
184 S 2.12 -0.91 8.69  0.525
185 O 1.48 -1.71 7.72  -0.311
186 O 1.39 0.10 9.33  -0.253
187 C 3.38 0.05 7.73  -0.678
188 F 4.14 -0.77 7.07  0.155
189 F 2.76 0.90 6.92  0.145
190 F 4.20 0.66 8.64  0.108
191 C 8.63 3.24 -3.36  -0.641
192 F 9.32 4.31 -3.09  0.181
193 F 9.13 2.68 -4.46  0.133
194 F 8.86 2.35 -2.28  0.064
195 S 6.87 3.57 -3.65  0.595
196 O 6.19 3.73 -2.39  -0.284
197 O 6.89 4.66 -4.59  -0.260
198 N 6.35 2.18 -4.25  -0.316
199 S 6.48 1.77 -5.80  0.615
200 O 5.13 1.73 -6.22  -0.292
201 O 7.45 2.44 -6.60  -0.251
202 C 7.07 -0.06 -5.70  -0.698
203 F 8.24 -0.12 -6.33  0.142
204 F 7.21 -0.59 -4.52  0.176
205 F 6.24 -0.79 -6.41  0.145
206 C -4.73 2.55 3.03  -0.647
207 F -5.87 2.81 3.55  0.207
208 F -4.60 2.91 1.70  0.076
209 F -3.73 3.20 3.67  0.097
210 S -4.29 0.72 3.20  0.591
211 O -2.96 0.65 2.73  -0.293
212 O -4.66 0.30 4.50  -0.284
213 N -5.24 0.08 1.99  -0.283
214 S -6.36 -0.99 2.45  0.528
215 O -6.81 -0.95 3.78  -0.276
216 O -7.35 -1.06 1.44  -0.293
217 C -5.49 -2.67 2.48  -0.643
218 F -4.95 -2.89 1.25  0.072
219 F -4.52 -2.63 3.39  0.126
220 F -6.29 -3.69 2.77  0.139
221 C -1.06 -2.06 1.91  -0.609
222 F -1.09 -2.23 3.22  0.125
223 F -2.22 -2.63 1.43  0.101
224 F -1.06 -0.75 1.54  0.103
225 S 0.42 -2.89 1.30  0.617
226 O 0.10 -4.28 1.35  -0.280
227 O 0.60 -2.21 0.03  -0.297
228 N 1.58 -2.63 2.36  -0.289
229 S 2.66 -1.52 2.37  0.560
230 O 3.64 -1.75 1.38  -0.276
231 O 2.08 -0.20 2.52  -0.308
232 C 3.38 -1.74 4.18  -0.615
233 F 4.23 -0.68 4.44  0.086
234 F 2.35 -1.64 4.96  0.153
235 F 4.20 -2.76 4.34  0.151

Values from the calculation:
Gap between HOMO and LUMO: 8.6 eV
HOMO: -8.99 eV

# C55H122N3O7P2

A 7-piece molecular cluster, C55H122N3O7P2 overall (ωB97M-V/def2-TZVPD, the OMol25 dataset).

Last column: Löwdin charge in e.
Atoms and positions in Å:
1 C 18.70 -3.17 -8.88  0.017
2 C 19.39 -2.83 -10.13  -0.435
3 O 18.87 -2.75 -11.20  0.187
4 N 20.81 -2.44 -9.94  0.080
5 H 21.12 -1.87 -10.74  0.112
6 H 20.98 -1.88 -9.08  0.108
7 C 21.73 -3.61 -10.02  0.003
8 H 17.98 -3.98 -8.98  0.103
9 H 18.16 -2.27 -8.58  0.085
10 H 19.39 -3.44 -8.08  0.072
11 H 21.18 -4.39 -10.53  0.111
12 H 21.99 -3.94 -9.01  0.087
13 H 22.59 -3.20 -10.54  0.071
14 C 24.41 1.54 -4.04  -0.072
15 C 24.04 2.97 -3.61  -0.259
16 C 23.51 3.16 -2.22  -0.209
17 C 23.22 4.64 -1.94  -0.121
18 N 22.82 4.98 -0.53  -0.245
19 C 21.35 4.58 -0.19  -0.076
20 C 20.94 5.59 0.88  -0.135
21 C 21.47 6.92 0.29  -0.125
22 C 22.82 6.51 -0.27  -0.077
23 C 23.75 4.33 0.45  0.009
24 H 23.60 1.22 -4.71  0.044
25 H 24.52 0.77 -3.28  0.076
26 H 25.34 1.57 -4.60  0.081
27 H 23.38 3.40 -4.37  0.117
28 H 24.91 3.63 -3.71  0.119
29 H 24.29 2.77 -1.56  0.119
30 H 22.62 2.56 -2.00  0.115
31 H 22.53 5.15 -2.61  0.143
32 H 24.18 5.11 -2.17  0.141
33 H 21.37 3.55 0.15  0.131
34 H 20.87 4.67 -1.17  0.103
35 H 21.42 5.38 1.84  0.117
36 H 19.91 5.64 1.24  0.129
37 H 21.55 7.74 0.99  0.132
38 H 20.72 7.19 -0.45  0.123
39 H 23.66 6.64 0.41  0.133
40 H 23.02 7.07 -1.18  0.137
41 H 24.79 4.48 0.19  0.126
42 H 23.54 3.27 0.54  0.107
43 H 23.46 4.75 1.41  0.108
44 C 17.49 1.11 -8.03  -0.101
45 C 17.21 1.16 -9.52  -0.209
46 C 15.70 1.12 -9.83  -0.184
47 C 14.71 2.14 -9.27  -0.096
48 N 13.33 1.55 -9.02  -0.256
49 C 12.73 0.70 -10.19  -0.044
50 C 11.20 0.95 -10.13  -0.121
51 C 10.99 2.05 -9.08  -0.154
52 C 12.34 2.69 -8.91  -0.116
53 C 13.32 0.72 -7.78  0.012
54 H 16.59 1.16 -7.41  0.049
55 H 18.15 1.91 -7.70  0.080
56 H 17.94 0.15 -7.76  0.052
57 H 17.51 0.22 -10.00  0.104
58 H 17.80 1.96 -9.97  0.119
59 H 15.40 0.10 -9.56  0.111
60 H 15.59 0.97 -10.90  0.122
61 H 14.50 2.98 -9.94  0.132
62 H 15.09 2.64 -8.38  0.136
63 H 13.00 -0.35 -10.14  0.135
64 H 13.22 1.17 -11.04  0.131
65 H 10.57 0.09 -9.92  0.122
66 H 10.79 1.30 -11.08  0.124
67 H 10.53 1.72 -8.15  0.121
68 H 10.31 2.81 -9.47  0.129
69 H 12.50 3.23 -7.99  0.144
70 H 12.48 3.34 -9.77  0.143
71 H 12.47 0.05 -7.73  0.119
72 H 13.39 1.45 -6.96  0.114
73 H 14.21 0.14 -7.54  0.081
74 C 18.28 3.91 -2.48  -0.089
75 C 18.80 2.93 -3.49  -0.271
76 C 19.05 1.52 -2.93  -0.244
77 C 19.78 0.68 -4.03  -0.213
78 P 19.48 -1.14 -3.77  1.052
79 C 19.02 -1.58 -2.02  -0.226
80 C 19.35 -2.96 -1.39  -0.227
81 C 18.30 -4.02 -1.64  -0.281
82 C 18.47 -5.24 -0.72  -0.092
83 C 17.99 -1.60 -4.66  -0.271
84 C 16.78 -0.68 -4.46  -0.239
85 C 15.51 -1.27 -5.10  -0.255
86 C 15.12 -2.69 -4.66  -0.080
87 C 20.96 -1.95 -4.34  -0.276
88 C 20.80 -3.42 -4.81  -0.220
89 C 22.16 -4.16 -4.78  -0.239
90 C 23.13 -3.48 -5.73  -0.095
91 H 19.06 4.23 -1.80  0.040
92 H 17.43 3.59 -1.88  0.088
93 H 17.86 4.77 -3.01  0.085
94 H 19.73 3.19 -4.02  0.114
95 H 18.15 2.79 -4.36  0.108
96 H 18.11 1.02 -2.75  0.084
97 H 19.56 1.63 -1.97  0.107
98 H 20.87 0.73 -4.06  0.075
99 H 19.32 0.81 -5.01  0.089
100 H 17.94 -1.40 -2.00  0.081
101 H 19.44 -0.73 -1.48  0.082
102 H 19.48 -2.78 -0.32  0.119
103 H 20.33 -3.30 -1.74  0.101
104 H 18.35 -4.39 -2.67  0.097
105 H 17.29 -3.60 -1.58  0.107
106 H 19.42 -5.77 -0.81  0.080
107 H 17.61 -5.90 -0.87  0.081
108 H 18.60 -4.91 0.31  0.079
109 H 17.74 -2.65 -4.50  0.090
110 H 18.23 -1.75 -5.73  0.096
111 H 16.92 0.34 -4.85  0.098
112 H 16.60 -0.50 -3.40  0.100
113 H 15.71 -1.16 -6.17  0.087
114 H 14.67 -0.59 -4.91  0.105
115 H 15.66 -2.95 -3.75  0.063
116 H 15.48 -3.47 -5.33  0.079
117 H 14.05 -2.81 -4.52  0.080
118 H 21.55 -2.10 -3.43  0.107
119 H 21.55 -1.34 -5.02  0.071
120 H 20.27 -3.46 -5.76  0.100
121 H 20.31 -3.92 -3.96  0.090
122 H 21.97 -5.19 -5.12  0.113
123 H 22.49 -4.30 -3.75  0.111
124 H 22.57 -3.35 -6.67  0.075
125 H 24.02 -4.05 -5.97  0.048
126 H 23.43 -2.50 -5.39  0.071
127 C 25.75 -6.78 -4.34  -0.081
128 C 27.13 -6.72 -5.05  -0.251
129 C 27.06 -5.96 -6.37  -0.257
130 C 26.64 -6.83 -7.54  -0.266
131 P 27.00 -6.17 -9.19  1.013
132 C 28.70 -6.37 -9.76  -0.239
133 C 29.73 -6.10 -8.62  -0.250
134 C 30.02 -7.31 -7.73  -0.260
135 C 30.91 -7.02 -6.51  -0.073
136 C 25.74 -6.79 -10.34  -0.261
137 C 25.54 -6.33 -11.83  -0.191
138 C 24.12 -5.74 -11.96  -0.249
139 C 24.14 -4.43 -12.80  -0.080
140 C 26.68 -4.39 -9.04  -0.247
141 C 25.23 -3.95 -8.76  -0.238
142 C 25.02 -2.47 -8.85  -0.236
143 C 25.56 -1.68 -7.68  -0.088
144 H 25.74 -7.28 -3.38  0.077
145 H 25.03 -7.18 -5.06  0.068
146 H 25.55 -5.71 -4.24  0.063
147 H 27.61 -7.70 -5.16  0.108
148 H 27.81 -6.17 -4.40  0.109
149 H 28.02 -5.46 -6.53  0.098
150 H 26.39 -5.11 -6.24  0.097
151 H 25.55 -6.90 -7.50  0.097
152 H 26.97 -7.86 -7.44  0.101
153 H 28.91 -5.79 -10.66  0.110
154 H 28.85 -7.43 -10.02  0.104
155 H 29.43 -5.13 -8.23  0.094
156 H 30.71 -5.97 -9.08  0.124
157 H 30.40 -8.08 -8.41  0.116
158 H 29.10 -7.86 -7.48  0.081
159 H 31.22 -5.97 -6.51  0.076
160 H 31.83 -7.59 -6.50  0.078
161 H 30.39 -7.11 -5.55  0.064
162 H 24.85 -6.71 -9.71  0.080
163 H 25.87 -7.87 -10.43  0.102
164 H 25.75 -7.22 -12.42  0.109
165 H 26.26 -5.61 -12.23  0.105
166 H 23.56 -5.55 -11.05  0.068
167 H 23.58 -6.51 -12.52  0.107
168 H 24.33 -4.58 -13.86  0.085
169 H 24.91 -3.83 -12.29  0.069
170 H 23.31 -3.73 -12.78  0.065
171 H 26.79 -4.19 -10.11  0.104
172 H 27.41 -3.97 -8.35  0.097
173 H 24.91 -4.52 -7.88  0.085
174 H 24.73 -4.41 -9.62  0.079
175 H 23.98 -2.24 -9.07  0.089
176 H 25.56 -2.07 -9.71  0.134
177 H 25.17 -0.66 -7.77  0.075
178 H 26.65 -1.59 -7.68  0.078
179 H 25.22 -1.97 -6.69  0.049
180 O 21.74 0.76 -6.49  0.029
181 C 21.56 -0.09 -7.55  -0.771
182 O 20.66 -0.98 -7.52  -0.066
183 O 22.37 0.06 -8.50  0.005
184 H 22.61 1.00 -6.92  0.124
185 O 23.63 0.65 -10.93  0.054
186 C 23.48 -0.35 -11.84  -0.804
187 O 22.50 -1.15 -11.60  -0.128
188 O 24.29 -0.51 -12.75  0.002
189 H 22.94 0.39 -10.29  0.044

Values from the calculation:
Gap between HOMO and LUMO: 5.9 eV
HOMO: -11.13 eV
Charge: +3